The following is a DFT calculation (ωB97M-V with the def2-TZVPD basis set) of C28H24CdF6N5S2Si as an isolated structure in a non-equilibrium geometry.

Last column: Löwdin charge in e.
Atoms and positions in Å:
Cd1 -0.199471 0.358297 -0.181676  1.210
C1 -2.594427 -2.512494 3.164255  -0.174
Si1 -1.497953 -1.019127 2.648187  0.389
C2 0.347032 -1.483112 2.837159  -0.189
C3 -1.840561 0.430622 3.858936  -0.193
N1 -1.712137 -0.703143 0.978239  -0.212
C4 -2.903141 -0.682220 0.333949  -0.380
C5 -4.142495 -0.345972 0.905765  -0.054
C6 -5.289519 -0.278052 0.144889  -0.115
C7 -5.264966 -0.537909 -1.216268  -0.124
C8 -4.074177 -0.928779 -1.811314  -0.036
C9 -2.951218 -1.021184 -1.030510  -0.241
F1 -1.776644 -1.478164 -1.590771  -0.032
H1 -2.563214 -2.695269 4.234302  0.015
H2 -2.274493 -3.418932 2.659753  0.018
H3 -3.629570 -2.333879 2.891751  0.005
H4 0.485657 -2.318898 3.514387  0.014
H5 0.900250 -0.640276 3.235372  -0.014
H6 0.792775 -1.745597 1.877672  0.003
H7 -1.433512 0.228874 4.845713  0.019
H8 -2.901458 0.636341 3.973066  0.007
H9 -1.362247 1.333004 3.485956  -0.043
H10 -4.170435 -0.111523 1.957234  0.090
H11 -6.226107 -0.009158 0.614644  0.095
H12 -6.159038 -0.445510 -1.811388  0.088
H13 -4.019432 -1.164106 -2.863388  0.112
S1 0.476196 2.073463 1.671407  0.500
C10 2.036066 1.356564 1.775142  -0.925
N2 2.570403 1.219459 2.950074  -0.010
N3 3.878535 0.800717 3.100583  -0.028
C11 4.964324 1.628977 3.009808  -0.269
C12 6.219505 1.141353 3.396906  -0.054
C13 7.323748 1.965299 3.361405  -0.122
C14 7.208337 3.287448 2.960038  -0.134
C15 5.971407 3.772441 2.562490  -0.106
C16 4.858955 2.955778 2.571501  -0.034
N4 2.689147 1.049218 0.626212  0.072
N5 2.162985 0.284817 -0.242366  -0.025
C17 2.866723 0.080122 -1.412317  -0.292
C18 2.473952 -0.985449 -2.231692  -0.032
C19 3.120533 -1.191531 -3.432576  -0.086
C20 4.132156 -0.335791 -3.844572  -0.079
C21 4.513849 0.728071 -3.039154  -0.072
C22 3.897489 0.935673 -1.824028  -0.005
H14 3.949992 0.030595 3.754584  0.133
H15 6.319192 0.115364 3.724499  0.100
H16 8.285018 1.583251 3.676279  0.093
H17 8.074937 3.934262 2.963166  0.086
H18 5.870882 4.808797 2.269945  0.098
H19 3.894793 3.338420 2.272746  0.099
H20 1.666944 -1.635803 -1.907718  0.114
H21 2.818789 -2.008662 -4.068993  0.110
H22 4.612607 -0.491785 -4.799223  0.107
H23 5.296751 1.398142 -3.361567  0.109
H24 4.166078 1.764194 -1.185320  0.114
F2 2.233732 0.766512 -6.936661  0.091
C23 1.757275 1.173477 -5.743627  -0.155
C24 0.857214 0.381658 -5.038723  -0.168
F3 0.434602 -0.778969 -5.570198  0.101
C25 0.398192 0.809367 -3.812121  -0.265
F4 -0.442385 0.022724 -3.107010  0.004
C26 0.779410 2.029029 -3.223807  -0.627
S2 0.140612 2.534956 -1.728023  0.541
C27 1.693302 2.801264 -3.968490  -0.251
F5 2.118713 3.978793 -3.485055  0.071
C28 2.180558 2.377375 -5.188706  -0.157
F6 3.075795 3.125606 -5.858938  0.097

Forces on the atoms, in the same order (eV/Å):
-0.32 0.74 0.18
0.37 0.64 -0.25
0.48 -0.24 0.81
-0.64 0.24 -0.04
-0.04 -0.48 -0.60
0.62 0.10 -0.12
-0.45 -0.16 -0.40
0.26 -0.03 -0.10
-0.32 0.00 -0.15
-0.13 0.00 0.01
0.14 -0.04 -0.03
0.17 -0.20 -0.04
-0.50 0.24 0.13
0.08 0.04 0.23
0.11 -0.15 -0.15
-0.23 0.02 -0.06
0.00 -0.25 0.16
0.14 0.22 0.10
-0.02 -0.10 -0.11
0.10 -0.15 0.19
-0.25 -0.01 0.02
0.07 0.02 -0.02
-0.02 0.10 0.19
-0.04 0.06 0.05
-0.12 -0.01 -0.06
0.05 -0.05 -0.09
-0.01 0.02 -0.12
-1.03 0.23 2.19
-0.83 0.70 0.18
0.54 -1.29 -0.63
-0.04 0.25 0.09
0.02 0.04 -0.03
0.01 0.04 0.10
0.20 0.24 -0.07
0.20 -0.05 0.09
-0.26 -0.18 -0.03
1.21 -1.58 -3.29
-0.28 1.40 3.02
1.01 -0.12 -1.45
0.01 0.33 0.62
0.15 -0.06 -0.19
-0.07 -0.10 0.05
0.08 -0.05 0.02
-0.30 -0.13 0.26
0.02 0.35 -0.13
-0.04 -0.10 0.02
0.07 -0.06 0.00
0.03 0.02 -0.03
-0.03 0.03 -0.09
-0.09 0.02 -0.01
0.03 0.05 -0.03
-0.05 -0.11 -0.07
0.03 -0.01 -0.09
0.05 0.08 -0.05
0.02 0.04 0.00
-0.06 0.06 0.19
-0.07 0.04 0.21
0.01 0.22 -0.30
0.15 0.08 0.13
0.03 0.41 0.38
0.25 -0.04 -0.58
0.24 -0.34 -1.16
-0.21 -0.20 0.96
-0.34 -0.33 0.28
0.00 -0.18 -0.12
-0.02 -0.17 -0.29
-0.10 -0.08 0.07

- M: 749.2 g mol⁻¹
- Total charge: -1
- Orbital gap: 0.21942 Eh
- Max |F|: 3.84 eV/A
- ΔE to the lowest compared entry with this formula, charge and spin: 8.17 kcal per mole
- Electronic energy: -3208.027137 a.u.
- E_HOMO: -0.176 Eh